Entry 1:
The following is a quantum chemistry calculation of an isolated molecule of C3H7BO in a non-equilibrium geometry, from the OMol25 dataset.

The geometry in XYZ format:
```
12
Properties=species:S:1:pos:R:3:forces:R:3
B -1.1782 0.1620 0.6783 0.3755 2.8740 0.0818
C 1.6442 -0.0945 -0.1740 -0.9598 -1.9769 0.9759
C -0.9253 0.9559 -0.6201 2.2255 -0.4570 2.1386
C 0.3906 -0.8894 0.0628 -0.9456 1.8035 -0.1813
O 2.2613 0.5191 0.6481 0.1382 0.4758 -0.2618
H -1.1022 0.9236 1.6242 0.8807 -0.7332 0.1353
H -2.0447 -0.5518 0.8467 -0.9866 -1.4740 -0.4107
H 1.9404 -0.3625 -1.1796 1.0186 0.8139 -0.9442
H -0.2784 1.8960 -0.7297 -0.9680 -1.4996 0.3101
H -1.1802 0.4843 -1.4983 -0.6374 -0.6433 -2.3642
H 0.2292 -1.6766 -0.6710 -0.3435 0.5548 -0.4327
H 0.2432 -1.3661 1.0126 0.2024 0.2620 0.9532
```
Forces are in eV/Å.

* orbital gap: 9.01 eV
* F_max: 3.1 eV Å⁻¹
* LUMO level: -0.9502 eV
* 2S+1: 1
* energy above the lowest of the compared OMol25 structures with the same formula, charge and spin: 84.9 kcal per mole
* HOMO: -0.3662 Ha
* E_tot: -218.44839 hartree
* charge: 0

Entry 2:
The following is a quantum chemistry calculation of a structure of composition C35H48CsN7O4S4Si2Te in a non-equilibrium geometry, from the OMol25 dataset.

The geometry in XYZ format:
```
102
Properties=species:S:1:pos:R:3:forces:R:3
Cs -1.8452 -1.9051 2.0066 0.3718 -0.0733 -0.3108
O -7.4607 -1.9472 7.4876 -0.1454 0.0032 0.1931
C -6.6977 -1.9722 6.5423 0.1396 0.0199 -0.1468
S -6.0470 -3.4356 5.8247 -0.0407 -0.0665 0.0639
C -5.0768 -2.7015 4.5448 0.0226 -0.0360 -0.0753
C -5.1052 -1.3514 4.4861 0.1624 -0.0417 -0.2711
S -4.3427 -0.2633 3.3471 -0.2317 0.0319 0.1457
S -6.0902 -0.5502 5.7097 -0.0976 0.0546 0.0715
S -4.2300 -3.8690 3.5430 -0.0981 0.0019 -0.0216
C 6.0335 -1.8658 -3.8893 0.0371 0.0100 -0.0775
O 5.2234 -1.7383 -2.7495 -0.0260 0.0896 0.1662
C 5.5059 -0.7091 -1.8839 -0.1101 -0.0788 0.0055
C 6.5498 0.1801 -2.0451 0.0066 -0.0607 -0.0431
C 6.7417 1.2012 -1.1170 0.0791 0.0741 -0.0217
C 5.8737 1.3233 -0.0520 0.0380 0.0403 0.0524
C 4.8169 0.4372 0.1110 -0.0674 -0.0584 -0.0126
C 4.6179 -0.6043 -0.7893 0.0847 0.0039 -0.1585
N 3.6028 -1.5404 -0.7162 0.0428 -0.0475 0.1513
C 2.5459 -1.5646 0.2338 -0.0571 -0.1639 -0.1877
N 3.0054 -1.5314 1.4948 0.1739 -0.1002 -0.0430
C 2.3426 -1.4454 2.7565 0.0499 0.0231 0.1888
C 0.9879 -1.1768 2.8939 0.0876 0.0846 -0.0342
C 0.5646 -1.1066 4.2326 0.2079 -0.0043 0.0240
C 1.3941 -1.2869 5.3272 -0.0584 0.0117 0.1235
C 2.7476 -1.5555 5.1377 0.0635 -0.0272 0.0896
C 3.2201 -1.6287 3.8411 0.0421 -0.0167 -0.1034
O 4.5600 -1.8841 3.5302 -0.2093 0.0597 -0.0811
C 5.4692 -1.9005 4.5940 0.0526 -0.0113 0.0960
N 1.3282 -1.7364 -0.1407 0.0126 0.0557 0.1250
C 1.0176 -1.4831 -1.4713 -0.0534 -0.0047 -0.0671
C 0.2997 -2.4075 -2.2225 0.0950 -0.0641 0.1353
C -0.0451 -2.1655 -3.5440 -0.0134 0.0484 -0.0896
C 0.3212 -0.9747 -4.1407 -0.0287 -0.0300 -0.0566
C 1.0096 -0.0125 -3.4055 0.0253 0.0972 -0.0492
C 1.3411 -0.2509 -2.0850 0.0370 0.1408 0.1690
O 1.9835 0.6509 -1.2797 -0.2024 -0.0831 -0.0354
C 2.3788 1.8816 -1.8292 0.0795 -0.0068 -0.0858
H 5.6313 -2.7018 -4.4576 0.0179 0.0175 0.0091
H 7.0739 -2.0774 -3.6181 -0.0242 0.0077 -0.0216
H 6.0006 -0.9610 -4.5058 0.0064 -0.0296 0.0044
H 7.2219 0.0852 -2.8861 0.0070 0.0093 -0.0073
H 7.5644 1.8927 -1.2439 0.0063 0.0070 0.0017
H 6.0046 2.1181 0.6702 0.0016 0.0376 0.0116
H 4.1238 0.5638 0.9291 -0.0177 -0.0008 0.0357
H 3.3605 -1.9583 -1.6018 0.0027 0.0068 0.0225
H 4.0037 -1.6461 1.5703 -0.0380 -0.0722 0.0086
H -0.4804 -0.8892 4.4451 -0.1550 0.0326 0.1238
H 1.0024 -1.2227 6.3379 -0.0016 -0.0087 0.0157
H 3.4002 -1.7150 5.9866 -0.0215 0.0274 -0.0224
H 6.4634 -1.9851 4.1547 -0.0161 -0.0088 0.0177
H 5.2978 -2.7547 5.2602 0.0111 0.0385 -0.0077
H 5.4108 -0.9794 5.1854 0.0214 -0.0312 -0.0149
H 0.0235 -3.3359 -1.7385 -0.0463 -0.0080 0.0133
H -0.6126 -2.9044 -4.0927 -0.0263 -0.0222 -0.0286
H 0.0627 -0.7726 -5.1722 -0.0328 0.0167 -0.0197
H 1.2657 0.9304 -3.8675 0.0122 0.0278 -0.0172
H 2.8473 2.4345 -1.0172 -0.0024 0.0008 -0.0300
H 1.5288 2.4507 -2.2119 -0.0469 0.0250 -0.0159
H 3.1116 1.7395 -2.6340 -0.0179 0.0238 0.0156
C -3.1074 0.7781 -4.4200 0.0216 0.1628 0.1173
Si -2.9315 2.5251 -3.7634 0.0057 -0.0040 -0.1055
C -1.1199 2.9954 -3.6171 -0.1648 0.0053 0.0052
C -3.7545 3.7207 -4.9795 0.0464 -0.0987 0.1484
C -3.7486 2.6964 -2.0860 -0.0162 -0.0240 -0.0949
Te -3.1344 1.1665 -0.7069 -0.0311 -0.1098 -0.0091
C -3.4424 2.3516 1.0457 0.2482 0.2249 0.0513
Si -1.9305 3.3446 1.5539 -0.0260 0.0399 0.0176
C -1.4582 4.5765 0.1953 -0.0615 -0.1239 0.1147
C -0.4714 2.2223 1.8913 -0.1856 0.0586 -0.0560
C -2.3540 4.3325 3.1069 0.0292 -0.1114 -0.1553
H -2.6236 0.6749 -5.3933 0.0123 0.0114 -0.0482
H -4.1581 0.5060 -4.5266 -0.0715 -0.0099 -0.0265
H -2.6595 0.0477 -3.7452 0.0487 -0.0705 0.0604
H -0.5739 2.7856 -4.5377 0.0243 -0.0151 -0.0582
H -0.6712 2.4138 -2.8141 0.0761 -0.0787 0.0823
H -1.0039 4.0546 -3.3797 0.0007 0.0468 0.0107
H -3.2806 3.6709 -5.9609 0.0446 -0.0122 -0.0592
H -3.6833 4.7493 -4.6230 0.0160 0.0617 0.0209
H -4.8116 3.4860 -5.1070 -0.0757 -0.0301 -0.0058
H -4.8349 2.6510 -2.1675 -0.0324 0.0228 0.0017
H -3.4801 3.6519 -1.6318 0.0334 0.0189 -0.0076
H -3.6991 1.6487 1.8395 -0.0413 -0.0857 0.0486
H -4.3397 2.9477 0.8744 0.0157 0.0516 -0.0315
H -1.2349 4.0559 -0.7365 0.0340 -0.0579 -0.0650
H -0.5681 5.1380 0.4858 0.0439 0.0278 0.0231
H -2.2588 5.2923 0.0012 -0.0584 0.0501 0.0000
H -0.1327 1.7014 0.9946 0.0265 -0.0128 -0.0605
H -0.7101 1.4511 2.6250 -0.0133 -0.0335 0.0733
H 0.3728 2.7906 2.2878 0.0365 0.0307 0.0069
H -3.1546 5.0489 2.9146 -0.0373 0.0376 -0.0197
H -1.4869 4.8806 3.4793 0.0523 0.0370 0.0104
H -2.6930 3.6589 3.8940 -0.0172 -0.0586 0.0530
N -3.8723 -5.6291 0.4659 -0.1601 -0.0224 -0.4969
C -3.9154 -4.4687 -0.2558 -0.0405 -0.2821 -0.3849
N -4.5128 -3.4233 0.3326 0.4768 0.3071 -0.2820
N -3.3815 -4.4947 -1.5039 -0.2989 0.1965 1.0057
C -3.3435 -3.2482 -1.9614 -0.3387 0.2629 0.7818
N -3.4316 -2.0947 -2.0667 0.3326 0.0523 -0.9771
H -4.6560 -5.7888 1.0800 0.1530 0.1843 0.3820
H -3.6146 -6.4272 -0.0919 0.0889 0.0342 -0.0107
H -4.5469 -3.3353 1.3615 -0.2237 -0.6194 0.3046
H -4.4350 -2.5267 -0.1289 -0.0845 -0.0370 -0.2880
```
Forces are in eV/Å.

* orbital gap: 4.39 eV
* F_max: 1.1 eV Å⁻¹
* LUMO level: 3.3447 eV
* 2S+1: 1
* energy above the lowest of the compared OMol25 structures with the same formula, charge and spin: 27.0 kcal per mole
* HOMO: -0.0383 Ha
* E_tot: -4506.75828 hartree
* charge: -2

Entry 3:
The following is a quantum chemistry calculation of a cluster of 2 separate species, C6H12O in total, from the OMol25 dataset.

The geometry in XYZ format:
```
19
Properties=species:S:1:pos:R:3:forces:R:3
C -0.0347 -2.3454 0.3681 0.0485 0.0073 0.0360
C 0.8404 -1.3437 0.3825 -0.0412 -0.2415 -0.2128
C 1.7531 -0.9876 -0.7574 0.0107 0.0190 -0.0384
O 1.0064 -0.6020 1.5227 0.0174 0.1192 -0.0500
H -0.1267 -2.9885 -0.5001 0.0357 0.1223 0.1229
H -0.6478 -2.5536 1.2393 0.0827 0.0352 -0.1189
H 1.6774 0.0794 -0.9991 -0.0055 -0.1559 0.0538
H 1.5063 -1.5585 -1.6554 0.0177 0.0484 0.1500
H 2.7962 -1.1896 -0.4881 -0.1371 0.0212 0.0024
H 1.2111 0.3066 1.2613 -0.0165 -0.1083 0.0671
C 0.0871 2.1540 -0.2127 -0.1649 -0.0197 0.0652
C -0.9677 1.6755 0.4455 0.1350 0.1309 -0.1075
C -2.0538 0.8381 -0.1624 0.0010 -0.0274 -0.0341
H 0.8299 2.7839 0.2715 -0.1259 -0.0743 -0.0407
H 0.2331 1.9480 -1.2722 -0.0489 0.0288 0.1569
H -1.0821 1.9128 1.5039 0.0375 -0.0159 -0.1436
H -2.9844 1.4157 -0.2310 0.1243 -0.0884 0.0370
H -1.7840 0.4999 -1.1678 -0.0280 0.0718 0.1368
H -2.2597 -0.0450 0.4513 0.0575 0.1271 -0.0821
```
Forces are in eV/Å.

* orbital gap: 9.75 eV
* SMILES string: C=C(C)O.C=CC
* F_max: 0.3 eV Å⁻¹
* LUMO level: 0.9808 eV
* 2S+1: 1
* energy above the lowest of the compared OMol25 structures with the same formula, charge and spin: 36.4 kcal per mole
* HOMO: -0.3224 Ha
* E_tot: -311.00124 hartree
* charge: 0

Entry 4:
The following is a quantum chemistry calculation of the ion C4H6NO3 with charge -1 in a non-equilibrium geometry, from the OMol25 dataset.

The geometry in XYZ format:
```
14
Properties=species:S:1:pos:R:3:forces:R:3
C -0.1428 0.3455 1.2914 -1.0584 -0.5749 0.1063
C -0.4097 -0.6007 0.0876 -0.0208 0.6542 0.4071
C -1.5957 -0.0516 -0.6729 -0.2894 -0.0010 0.6941
O -2.7398 -0.3761 -0.4264 0.0973 0.0554 -0.2793
N 0.6983 -0.7401 -0.8185 0.3981 -0.1632 -0.6213
C 1.5833 0.4331 -0.8867 0.1608 -0.7993 0.3809
O 1.0180 1.4796 -1.2171 -0.1174 0.7495 -0.1665
O 2.7598 0.1886 -0.5526 0.1706 0.2303 -0.3541
H 0.6840 -0.0358 1.8981 -0.0267 0.2602 -0.1820
H -0.0108 1.3632 0.9640 0.5345 0.2764 -0.1332
H -1.0677 0.3462 1.8839 0.2015 -0.0987 0.1964
H -0.7237 -1.5376 0.5421 0.0779 -0.3888 -0.3273
H -1.3410 0.7321 -1.4012 0.0276 -0.0809 -0.2120
H 1.2877 -1.5464 -0.6915 -0.1556 -0.1191 0.4909
```
Forces are in eV/Å.

* orbital gap: 8.05 eV
* SMILES string: C[C@@H](C=O)NC(=O)[O-]
* F_max: 1.2 eV Å⁻¹
* LUMO level: 3.9440 eV
* 2S+1: 1
* energy above the lowest of the compared OMol25 structures with the same formula, charge and spin: 22.8 kcal per mole
* HOMO: -0.1509 Ha
* E_tot: -436.56281 hartree
* charge: -1

Entry 5:
The following is a quantum chemistry calculation of a structure of composition C3H7N3O in a non-equilibrium geometry, from the OMol25 dataset.

The geometry in XYZ format:
```
14
Properties=species:S:1:pos:R:3:forces:R:3
C 0.1980 -0.5817 -1.0284 0.0183 -0.0908 -0.0769
C 0.1457 -0.1626 0.3955 -1.0413 0.5811 -0.1240
N 1.4997 -1.1063 -1.3373 -0.1023 0.0880 -0.0960
C 0.6177 -0.0912 1.5626 -1.1818 0.7094 0.9175
O -0.1355 0.5046 -1.8988 0.0390 -0.1041 0.1856
N -1.6205 0.8195 0.5084 0.9198 -0.2493 1.2793
N -1.6309 1.0648 1.6887 -0.2957 0.3340 -1.1810
H -0.9160 0.9393 -1.5294 0.0221 -0.0391 -0.0718
H -0.5292 -1.3939 -1.1690 0.0682 0.0891 -0.0379
H 2.1944 -0.3691 -1.2730 -0.0657 -0.0120 0.0432
H 1.5065 -1.4482 -2.2924 -0.0019 0.0020 0.0670
H -2.3750 1.6668 2.0747 -0.0227 -0.3342 -0.3355
H 1.4722 -0.4294 2.1149 0.1404 -0.0573 -0.1458
H -0.4272 0.5875 2.1834 1.5037 -0.9168 -0.4237
```
Forces are in eV/Å.

* orbital gap: 9.84 eV
* F_max: 1.8 eV Å⁻¹
* LUMO level: 0.4778 eV
* 2S+1: 1
* energy above the lowest of the compared OMol25 structures with the same formula, charge and spin: 124.4 kcal per mole
* HOMO: -0.3441 Ha
* E_tot: -357.85167 hartree
* charge: 0